# 1
Computed, not measured: a molecular structure, C34H38Cl4N5O9RbS3, with ωB97M-V with the def2-TZVPD basis set.

Its spin multiplicity is 1. The net charge is -2. Its energy above the lowest of the compared OMol25 structures with the same formula, charge and spin is 39.9 kcal/mol. The HOMO-LUMO gap is 7.022 eV.

Geometry (Å):
Rb -0.96445 0.75032 1.51353
Cl -1.03161 3.44772 2.90651
Cl -2.34238 1.31693 4.37323
Cl -1.20340 -2.30679 4.59705
Cl -3.55311 -4.08718 4.72280
S -5.10734 -3.94461 -2.54900
S 4.92686 8.38185 -3.29508
S 1.54693 -0.24119 3.81077
O 1.62272 -1.27576 4.82540
O 3.78196 8.81236 -2.51913
O 0.96542 -2.79221 -0.59789
O 1.42576 1.10402 4.36616
O -3.40583 1.66312 0.75384
O 6.15586 8.20001 -2.53589
O 0.55826 -0.49984 2.76039
O 5.08749 9.06049 -4.56607
O -2.10612 0.70552 -0.78378
N 5.22686 6.15034 -4.79084
N -3.24342 -2.30387 1.26655
N -9.19043 -4.42875 -0.53537
N 1.16208 2.49274 -0.39154
N 3.81751 5.94010 -2.89884
C -8.19946 -5.29185 -0.30784
C 2.78239 3.88134 -2.20440
C 1.02078 -3.97898 0.16446
C -3.67414 -4.15203 -0.18339
C -1.12537 2.60078 4.45665
C 0.02446 -2.88954 -1.64341
C 4.44694 0.30625 1.05106
C 5.60817 -0.08258 1.71498
C -6.72317 -4.17571 -1.80970
C 4.25982 4.04480 -4.24202
C 6.94489 -0.00293 1.02268
C -2.82730 1.64767 -0.36376
C 2.77882 2.49187 -2.15449
C -3.81009 -1.48536 0.38613
C 4.27173 -0.61222 3.66226
C -8.95711 -3.44976 -1.40722
C 1.95379 -3.78028 1.33333
C -0.09803 -1.56748 -2.36392
C -6.95813 -5.21614 -0.92098
C 1.16752 3.82622 -0.43968
C 3.64983 4.64282 -3.14798
C -3.01314 2.86173 -1.27700
C 4.57916 6.64427 -3.73167
C 1.94746 4.55890 -1.32071
C -3.15309 -3.60244 0.97778
C 5.50255 -0.54687 3.02331
C 5.06117 4.85753 -5.02499
C -4.34327 -1.93575 -0.81855
C -7.75022 -3.28193 -2.07329
C 3.12693 -0.22085 2.98599
C 3.21412 0.24106 1.68018
C 1.95554 1.84926 -1.24506
C -2.95692 -2.41321 4.53335
C -4.29810 -3.29265 -1.08241
H 0.86422 -1.28801 -2.80174
H -0.43758 -0.77066 -1.70291
H 5.59465 4.45472 -5.88200
H 0.01191 -4.23253 0.51884
H -3.27384 -2.06524 3.56230
H -7.60232 -2.46548 -2.76754
H 0.51836 4.33076 0.26768
H 7.66428 -0.69024 1.47102
H -4.03058 3.24223 -1.18740
H 1.93122 0.76430 -1.19346
H -0.83442 -1.67009 -3.16456
H -2.32158 3.64935 -0.96582
H 2.96236 -3.55022 0.98063
H -2.66355 -4.22975 1.71554
H -3.84789 -0.43367 0.65937
H 1.60484 -2.94574 1.93953
H 6.84750 -0.24449 -0.03696
H -6.18579 -5.94177 -0.70472
H 1.93833 5.64121 -1.33398
H -3.60154 -5.21279 -0.38062
H -2.79188 2.58936 -2.30825
H -1.42146 3.30525 5.22270
H 4.11317 3.00179 -4.48783
H 0.34868 -3.67197 -2.34665
H 4.17661 -0.98444 4.67553
H 6.39699 -0.86728 3.54876
H 1.98942 -4.67631 1.95548
H -9.77342 -2.75205 -1.56760
H 1.36863 -4.80624 -0.47236
H -4.77945 -1.23990 -1.52272
H -0.95207 -3.19007 -1.23899
H 3.41440 1.90231 -2.80391
H 2.30749 0.53025 1.16260
H -8.40927 -6.07841 0.41066
H 7.35944 1.00631 1.09287
H 4.50607 0.66349 0.02740
H -0.16253 2.14167 4.64514
H -3.36750 -1.83687 5.35145

***

# 2
Computed, not measured: 2 unconnected molecules or ions with the total composition C6H6N2O2, with ωB97M-V with the def2-TZVPD basis set.

Its spin multiplicity is 1. The SMILES is O=c1cc[nH]c(=O)[nH]1.C#C. Its energy above the lowest of the compared OMol25 structures with the same formula, charge and spin is 111.7 kcal/mol. The HOMO-LUMO gap is 10.040 eV.

Geometry (Å):
O -1.95587 -2.03987 -1.13604
O -0.34542 2.21337 -1.09626
N -0.47656 1.16918 1.01356
N -1.11251 0.10563 -0.93788
C 4.69324 0.02156 -0.12554
C -0.56215 1.31459 -0.32669
C -1.66074 -1.08790 -0.41586
C 4.95732 -1.13167 0.29283
C -1.86634 -0.94566 1.05746
C -1.32635 0.16006 1.73956
H -0.86355 2.16849 1.57562
H 5.16347 0.83712 -0.58251
H -1.34740 0.18375 2.76403
H 4.54609 -2.19624 0.46695
H -2.76616 -1.50580 1.68265
H -0.60848 0.21516 -1.90860

***

# 3
Computed, not measured: 2 unconnected molecules or ions with the total composition C9H14, with ωB97M-V with the def2-TZVPD basis set.

Its spin multiplicity is 1. The SMILES is Cc1ccccc1.CC. Its energy above the lowest of the compared OMol25 structures with the same formula, charge and spin is 11.9 kcal/mol. The HOMO-LUMO gap is 10.088 eV.

Geometry (Å):
C -2.52575 -0.13976 1.56419
C -0.50065 -1.39551 -0.00217
C -2.01117 0.46495 0.41337
C -1.04457 -0.15195 -0.35636
C -2.05532 -1.41241 1.85942
C 2.01777 1.71354 -1.50472
C 0.60499 -2.04038 -0.77879
C -1.08700 -2.04709 1.07908
C 1.68490 2.29369 -0.10496
H -2.30045 1.49313 0.22793
H 1.09001 -2.81818 -0.18575
H 0.68072 2.60417 0.17561
H 3.00964 1.27922 -1.42675
H 2.26495 3.22129 -0.08027
H 2.02178 2.44985 -2.30486
H 1.43192 -1.44228 -1.15848
H 0.12931 -2.51306 -1.64408
H -0.60235 -2.89828 1.54153
H 1.32594 0.91994 -1.78183
H -0.52333 0.43220 -1.10520
H 2.06223 1.57274 0.61498
H -2.37637 -1.88557 2.78021
H -3.29719 0.29976 2.17790

***

# 4
Computed, not measured: a molecular structure, C32H33IN11O8P2Pm, with ωB97M-V with the def2-TZVPD basis set.

Its spin multiplicity is 5. As for the expectation value of S²: 6.00. The HOMO-LUMO gap (alpha / beta) is 7.536 / 7.552 eV.

Geometry (Å):
Pm -0.15077 0.81511 -1.60516
I 0.75966 3.17095 0.74302
P -0.96914 1.97579 -4.38116
P 1.70886 3.11665 -3.17970
O -2.01960 2.58125 -3.26567
O -0.38949 0.74188 -3.75680
O -0.84752 -1.55190 4.46651
O -1.62864 1.90214 -5.69874
O 3.08210 3.04804 -3.97214
O 1.76501 4.53443 -2.44829
O 1.66984 2.03588 -2.17150
O 0.58118 -0.08105 0.29044
N -2.56891 -2.88205 4.21719
N 1.13374 2.81662 -5.72765
N -2.49105 0.69302 -0.30473
N -3.40389 2.04199 1.14565
N 1.76737 -0.67269 -2.19510
N -0.08925 -3.83763 -2.17802
N -3.03223 -1.67579 4.58054
N -0.47325 -3.81856 -0.89737
N 3.71621 -1.68418 -2.17904
N -4.26978 1.95919 0.13434
N -0.84071 -1.80454 -1.65672
C 2.21472 -0.79790 -3.47883
C 3.66181 -2.01063 0.69149
C -0.32463 -2.62330 -2.60549
C 0.92310 -3.96171 3.83740
C -2.33780 1.27803 0.87597
C -3.70002 1.14514 -0.71988
C -0.92010 -2.58920 -0.59853
C 0.42710 3.22416 -4.50712
C -2.00009 0.56174 4.68241
C -1.79464 3.23743 3.98814
C 1.70911 -0.80745 2.20410
C -0.07474 4.64430 -4.65721
C 0.05292 -4.73425 1.30286
C -2.00503 -0.89084 4.70014
C -0.99039 1.34183 5.23444
C -0.92633 2.68727 4.91859
C 2.69192 -1.21050 -1.41327
C -0.41774 -5.02652 -0.09678
C -0.82168 -4.12459 2.18611
C 1.35731 -4.98771 1.70730
C 3.41674 -1.43037 -3.48853
C -2.79869 2.45786 3.43069
C -0.80994 3.15718 -0.86709
C -0.37613 -3.69152 3.43111
C -3.63401 2.92590 2.27057
C 1.77185 -4.64022 2.98153
C 2.72537 -1.48909 2.81752
C -2.93750 1.13876 3.83228
C -1.27801 -2.78834 4.12987
C 2.64379 -1.31714 0.02777
C 1.59561 -0.70397 0.79355
C 3.70717 -2.12042 2.06073
H -1.28599 -2.28625 0.35967
H 2.94858 3.12844 -4.92468
H 0.49563 2.98337 -6.50631
H 4.45071 -2.48379 0.12222
H -1.41721 -5.47717 -0.06800
H 0.74145 5.31949 -4.91770
H -4.70538 2.91138 2.49321
H -3.36192 3.94523 1.97710
H 0.95943 -0.29433 2.79061
H 1.26511 -3.64682 4.81063
H -3.71969 0.51706 3.42411
H -0.25610 0.89281 5.88508
H 2.77197 -1.53390 3.89535
H -1.66056 3.61001 -0.33723
H -1.85057 -3.94630 1.91055
H 4.07201 -1.69992 -4.29041
H -0.44239 3.96989 -1.50991
H 1.24053 1.80052 -5.70042
H 2.77929 -4.86461 3.29392
H 2.04841 -5.46015 1.02526
H -0.83239 4.67173 -5.44103
H -2.74555 2.99289 -3.74180
H 4.55110 -2.13685 -1.84935
H -4.15361 0.85017 -1.64669
H -0.14234 -2.32388 -3.61687
H -1.65971 4.26095 3.67316
H -0.52384 4.97043 -3.72307
H 4.50779 -2.66511 2.53763
H -0.15465 3.30419 5.34967
H 0.25697 -5.71010 -0.61664
H -1.48772 1.14629 1.51898
H 1.63349 -0.43780 -4.30741
H 1.91634 4.41365 -1.50134

***

# 5
Computed, not measured: 2 unconnected molecules or ions with the total composition C2H5Br3NO, with ωB97M-V with the def2-TZVPD basis set.

Its spin multiplicity is 1. The net charge is +1. Its energy above the lowest of the compared OMol25 structures with the same formula, charge and spin is 0.0 kcal/mol. The HOMO-LUMO gap is 10.222 eV.

Geometry (Å):
Br -3.21238 0.99800 0.87728
Br -1.80070 -2.39784 0.99700
Br 0.06348 -1.27134 -1.45040
O -0.60459 1.08063 0.29888
N 2.19954 0.73495 0.10793
C -1.57965 0.39661 0.15861
C -1.52674 -1.07995 -0.38258
H 2.80819 1.07274 -0.62741
H -2.33828 -1.20758 -1.11261
H 2.71563 0.35591 0.83976
H 1.59816 1.48612 0.54429
H 1.67733 -0.16825 -0.25074